Entry 1:
Here is C34H32FN6O3RbSTe as an isolated structure from OMol25. Energies are from ωB97M-V with the def2-TZVPD basis set.

The geometry in XYZ format:
```
79
Properties=species:S:1:pos:R:3
Rb -0.4006 -0.8101 0.7440
C -8.6317 0.3834 0.4976
C -7.8123 0.2913 -0.7819
N -6.4067 0.6160 -0.5766
C -5.5135 -0.4185 -0.3747
C -4.2110 -0.2636 -0.0879
C -3.2369 -1.4191 0.1388
O -3.1007 -1.7557 1.3304
O -2.6180 -1.8023 -0.8714
C -3.6577 1.0660 0.0312
O -2.4801 1.3033 0.2773
C -4.6223 2.1670 -0.1742
C -4.1545 3.4766 -0.0639
C -5.0200 4.5153 -0.2369
F -4.5990 5.7967 -0.0774
C -6.3653 4.3000 -0.5420
C -6.8387 3.0101 -0.6439
C -5.9745 1.9135 -0.4624
N -7.2725 5.3990 -0.7147
C -6.8960 6.3865 -1.7210
C -8.0760 7.3666 -1.8791
N -9.2724 6.7387 -1.2272
C -9.0867 6.6583 0.2631
C -7.6900 6.0596 0.5161
H -9.6715 0.1166 0.3048
H -8.6050 1.3902 0.9168
H -8.2361 -0.2999 1.2489
H -8.2178 0.9348 -1.5648
H -7.8472 -0.7225 -1.1772
H -5.9487 -1.4051 -0.4731
H -3.1098 3.6347 0.1723
H -7.8842 2.8714 -0.8796
H -6.6991 5.8642 -2.6563
H -6.0025 6.9561 -1.4536
H -8.3172 7.5684 -2.9197
H -7.9069 8.3118 -1.3670
H -9.3197 5.7727 -1.5637
H -10.1337 7.2257 -1.4655
H -9.8866 6.0295 0.6488
H -9.1970 7.6653 0.6598
H -7.7418 5.3289 1.3191
H -6.9852 6.8424 0.8221
N 4.5843 -1.6903 1.3325
C 5.0807 -1.5500 2.6430
C 6.4352 -1.7313 2.8672
C 6.9494 -1.6492 4.1548
C 6.1035 -1.4104 5.2239
C 4.7430 -1.2355 4.9988
C 4.2317 -1.2876 3.7133
S 2.5253 -0.9295 3.4296
N 2.2770 -1.3751 1.8090
C 3.2622 -1.5313 1.0080
C 2.9476 -1.8493 -0.4282
C 3.5799 -2.9386 -1.0148
C 3.2633 -3.2584 -2.3254
C 2.3278 -2.4852 -2.9893
C 1.7378 -1.4316 -2.3043
N 2.0327 -1.1054 -1.0498
H 5.2372 -1.4176 0.6038
H 7.0867 -1.9154 2.0212
H 8.0124 -1.7757 4.3142
H 6.4942 -1.3531 6.2315
H 4.0744 -1.0356 5.8280
H 4.2970 -3.5158 -0.4487
H 3.7364 -4.1003 -2.8144
H 2.0480 -2.6914 -4.0132
H 0.9963 -0.8102 -2.7947
Te 4.4117 1.7919 0.1638
C 6.1657 0.6778 -0.2102
C 7.3434 0.8732 0.5266
C 8.4748 0.0996 0.3148
C 8.4730 -0.9198 -0.6317
C 7.3201 -1.1340 -1.3761
C 6.1937 -0.3437 -1.1747
H 7.3588 1.6497 1.2817
H 9.3658 0.2859 0.9047
H 9.3545 -1.5286 -0.7906
H 7.2976 -1.9155 -2.1281
H 5.3071 -0.5126 -1.7771
```

Output
HOMO: -4.30 eV
2S+1: 1
energy above the lowest of the compared OMol25 structures with the same formula, charge and spin: 0.000 eV
total energy: -2659.18348 a.u.
M: 836.80 g mol⁻¹
total charge: 0


Entry 2:
Here is C9H5N3 in the gas phase from OMol25. Energies are from ωB97M-V with the def2-TZVPD basis set.

The geometry in XYZ format:
```
17
Properties=species:S:1:pos:R:3
C 3.9817 -1.1712 0.0667
C 2.5547 2.0745 -0.1458
C -1.6318 0.3579 -0.1990
C -0.7058 1.2645 0.3754
C -0.9319 -0.7237 -0.6424
C 0.5387 0.7137 0.2600
C 1.4677 -1.3469 -0.5575
C 2.6794 -0.9783 -0.1973
C 1.8752 1.1547 0.6459
N 5.0937 -1.2927 0.3669
N 3.0918 2.8547 -0.8004
N 0.3924 -0.5145 -0.3649
H -2.6925 0.4964 -0.2564
H -0.9411 2.2079 0.8225
H -1.2611 -1.6169 -1.1352
H 1.2421 -2.3075 -1.0085
H 2.2106 1.0317 1.6681
```

Output
HOMO (alpha / beta): -9.35 / -9.35 eV
2S+1: 1
energy above the lowest of the compared OMol25 structures with the same formula, charge and spin: 2.944 eV
total energy: -510.07267 a.u.
M: 155.16 g mol⁻¹
total charge: 0


Entry 3:
Here is an isolated ion of composition C11H19N4 and charge +1 from OMol25. Energies are from ωB97M-V with the def2-TZVPD basis set.

The geometry in XYZ format:
```
34
Properties=species:S:1:pos:R:3
C -2.5465 1.7543 -0.4507
N -1.3014 1.1607 -0.0373
C -1.0781 0.2178 0.8849
C -1.9764 -0.5098 1.7305
N -3.3157 -0.3737 1.6741
C -1.3698 -1.3855 2.6246
C 0.0207 -1.5097 2.6529
N 0.8071 -0.8472 1.8480
N 0.2391 -0.0346 0.9966
C 1.0220 0.7069 0.0113
C 1.6866 -0.2389 -1.0334
C 2.7973 -1.0374 -0.3491
C 2.3168 0.6149 -2.1386
C 0.6527 -1.1953 -1.6300
C -0.0376 1.6637 -0.5581
H -3.0417 2.2691 0.3762
H -2.3309 2.4936 -1.2193
H -3.2140 1.0079 -0.8869
H -3.8818 -0.9068 2.3112
H -3.7716 0.2784 1.0653
H -1.9773 -1.9618 3.3023
H 0.5169 -2.1681 3.3467
H 1.8208 1.2386 0.5353
H 3.2428 -1.7267 -1.0600
H 2.4172 -1.6108 0.4905
H 3.5772 -0.3739 0.0139
H 2.9645 -0.0098 -2.7468
H 1.5751 1.0532 -2.8007
H 2.9210 1.4132 -1.7156
H 1.1164 -1.7820 -2.4176
H -0.1894 -0.6628 -2.0673
H 0.2787 -1.8887 -0.8793
H 0.1169 2.6957 -0.2249
H -0.0575 1.6554 -1.6486
```

Output
HOMO: -12.09 eV
2S+1: 1
energy above the lowest of the compared OMol25 structures with the same formula, charge and spin: 0.000 eV
total energy: -649.34831 a.u.
SMILES string: C[N+]1=C2C(N)=CC=NN2[C@@H](C(C)(C)C)C1
M: 207.30 g mol⁻¹
total charge: +1


Entry 4:
Here is C2H2BaLiO2 as an isolated structure from OMol25. Energies are from ωB97M-V with the def2-TZVPD basis set.

The geometry in XYZ format:
```
8
Properties=species:S:1:pos:R:3
C 0.3645 -1.4273 -0.8442
C 0.9886 -0.5250 0.0850
O 0.1761 0.2338 0.8798
O -0.8204 -1.1762 -1.3045
H 1.3656 -0.3587 -1.2108
Ba 0.0330 0.2424 3.6121
Li -1.5035 -0.4678 0.6625
H 1.8734 -0.9939 0.5641
```

Output
HOMO (alpha / beta): -5.05 / -4.74 eV
2S+1: 2
total energy: -260.71949 a.u.
M: 202.31 g mol⁻¹
total charge: 0